# 1
The following is a quantum chemistry calculation of a gas-phase ion, C3H2N3 (charge +1), from the Open Molecules 2025 dataset.

The value obtained for the HOMO-LUMO gap is 8.8 eV. For the LUMO energy, the calculation gives -7.21 eV. For the energy above the lowest of the compared OMol25 structures with the same formula, charge and spin, the calculation gives 4.1 kcal per mole. As for the HOMO energy: -16.03 eV. The calculation puts the molar mass at 80.070 g mol⁻¹.

```
! wB97M-V def2-TZVPD RIJCOSX def2/J DEFGRID3
* xyz 1 1
C 0.285 1.551 1.907
C 0.497 -0.388 1.054
C -0.339 -0.043 -0.940
N -0.103 1.033 0.862
N -0.693 1.034 -0.333
N 0.224 -0.978 -0.117
H -0.597 -0.374 -1.930
H 0.726 -1.836 -0.503
*
```

---

# 2
The following is a quantum chemistry calculation of 2 unconnected molecules or ions with the total composition C12H22BBrIN2O3, from the Open Molecules 2025 dataset.

The value obtained for the HOMO-LUMO gap is 9.0 eV. For the LUMO energy, the calculation gives -3.92 eV. As for the HOMO energy: -12.92 eV. The calculation puts the molar mass at 459.939 g mol⁻¹.

```
! wB97M-V def2-TZVPD RIJCOSX def2/J DEFGRID3
* xyz 1 1
O -0.212 5.027 2.120
C -1.341 5.386 1.675
I -2.088 7.296 2.491
C -2.204 4.534 0.622
C -2.002 2.971 0.884
N -3.202 2.265 1.271
C -2.745 0.885 1.470
Br -3.941 -0.600 1.997
C -1.234 0.760 1.203
N -0.857 2.118 0.812
C 0.521 2.532 0.410
B 1.589 2.210 1.619
O 1.848 0.836 2.051
O 2.310 3.244 2.312
H -3.314 4.767 0.857
H -2.056 4.856 -0.474
H -4.166 2.611 1.378
H -0.555 -0.149 1.283
H 0.542 3.642 0.098
H 0.875 1.920 -0.504
H 1.128 0.646 2.704
H 2.633 2.834 3.151
C 0.873 -5.460 -1.221
C 1.615 -4.374 -1.986
C 2.032 -3.194 -1.107
C 0.875 -2.422 -0.465
C -0.147 -1.844 -1.446
C 0.451 -0.817 -2.399
H -0.063 -5.090 -0.797
H 0.627 -6.291 -1.888
H 1.489 -5.854 -0.408
H 1.001 -4.029 -2.824
H 2.516 -4.812 -2.429
H 2.643 -2.508 -1.703
H 2.687 -3.560 -0.308
H 1.297 -1.603 0.133
H 0.352 -3.072 0.246
H -0.947 -1.362 -0.872
H -0.622 -2.644 -2.021
H 0.891 0.018 -1.844
H -0.325 -0.415 -3.056
H 1.224 -1.256 -3.032
*
```

---

# 3
The following is a quantum chemistry calculation of a molecular structure, C9H18CdO17S2, from the Open Molecules 2025 dataset.

The value obtained for the HOMO-LUMO gap is 3.8 eV. For the LUMO energy, the calculation gives 3.75 eV. For the energy above the lowest of the compared OMol25 structures with the same formula, charge and spin, the calculation gives 49.2 kcal per mole. As for the HOMO energy: -0.02 eV. The calculation puts the molar mass at 574.772 g mol⁻¹.

```
! wB97M-V def2-TZVPD RIJCOSX def2/J DEFGRID3
* xyz -2 1
Cd 0.878 0.613 0.334
S 2.497 -0.256 2.228
O 1.312 0.656 2.277
O 3.656 0.541 2.608
O 2.346 -1.470 3.050
O 2.466 -0.554 0.781
S 3.040 3.138 0.061
O 2.943 3.617 1.433
O 4.376 2.494 -0.022
O 1.982 2.133 -0.239
O 2.858 4.228 -0.906
C -1.563 2.319 2.944
O -2.544 2.309 1.905
C -2.142 1.903 0.719
O -0.986 1.716 0.417
O -3.151 1.968 -0.123
C -2.991 1.449 -1.426
H -1.894 2.940 3.772
H -0.687 2.871 2.588
H -1.206 1.313 3.157
H -3.892 1.719 -1.974
H -2.884 0.364 -1.439
H -2.160 1.853 -2.003
C 0.622 -3.270 1.026
O -0.796 -3.124 1.165
C -1.252 -1.891 0.964
O -0.609 -0.971 0.578
O -2.587 -1.798 1.156
C -3.378 -2.876 1.577
H 0.966 -2.960 0.036
H 0.804 -4.344 1.036
H 1.233 -2.715 1.746
H -4.410 -2.541 1.653
H -3.042 -3.304 2.522
H -3.367 -3.670 0.824
C 3.332 -0.181 -2.001
O 2.352 -0.154 -3.073
C 1.075 -0.240 -2.826
O 0.565 -0.171 -1.721
O 0.441 -0.637 -3.928
C -0.983 -0.584 -3.898
H 4.293 -0.077 -2.499
H 3.343 -1.182 -1.568
H 3.185 0.572 -1.226
H -1.358 -1.469 -3.383
H -1.369 -0.594 -4.915
H -1.312 0.316 -3.387
*
```

---

- Which value of HOMO-LUMO gap does entry 2 give?
  9.0 eV